No. 1
A cluster of 15 separate species, C70H210N30O15P10S5 in total in a non-equilibrium geometry, computed with the ωB97M-V functional and the def2-TZVPD basis.

Atoms and positions in Å:
O  2.75  2.66  4.17
P  4.24  2.42  4.10
N  5.24  3.63  3.39
C  6.66  3.53  3.02
C  4.80  5.02  3.48
N  4.58  0.99  3.16
C  4.46  1.10  1.70
C  4.09  -0.26  3.68
N  4.98  2.16  5.65
C  4.53  2.89  6.83
C  6.35  1.75  5.67
H  6.96  2.49  2.93
H  7.39  3.92  3.73
H  6.79  4.04  2.06
H  5.52  5.73  3.06
H  4.78  5.25  4.55
H  3.87  5.12  2.92
H  4.85  2.05  1.36
H  5.02  0.28  1.25
H  3.40  1.23  1.48
H  4.34  -0.41  4.73
H  3.00  -0.23  3.68
H  4.40  -1.14  3.11
H  3.48  2.73  7.08
H  4.92  2.40  7.73
H  4.74  3.96  6.82
H  6.50  1.09  4.82
H  6.59  1.08  6.50
H  7.08  2.55  5.56
O  0.09  4.30  -2.90
P  -0.96  4.74  -3.85
N  -1.08  6.35  -4.03
C  -2.28  7.06  -4.42
C  0.09  7.21  -3.86
N  -2.52  4.16  -3.36
C  -3.68  3.89  -4.26
C  -2.85  4.27  -1.93
N  -0.72  4.12  -5.40
C  -1.20  4.78  -6.67
C  -0.34  2.69  -5.33
H  -2.02  8.09  -4.67
H  -3.04  7.10  -3.64
H  -2.77  6.68  -5.32
H  -0.10  8.21  -4.24
H  0.89  6.77  -4.47
H  0.44  7.18  -2.83
H  -4.20  4.83  -4.48
H  -3.37  3.41  -5.18
H  -4.40  3.28  -3.70
H  -3.41  3.43  -1.52
H  -1.91  4.24  -1.37
H  -3.32  5.22  -1.67
H  -2.22  4.47  -6.90
H  -1.03  5.86  -6.70
H  -0.61  4.36  -7.49
H  -0.90  2.08  -6.04
H  -0.47  2.27  -4.33
H  0.74  2.59  -5.49
O  -5.95  1.81  -4.62
P  -6.12  0.33  -4.82
N  -6.14  -0.67  -3.43
C  -5.21  -0.20  -2.34
C  -6.65  -2.07  -3.34
N  -4.86  -0.39  -5.78
C  -3.61  0.29  -5.83
C  -4.94  -1.70  -6.44
N  -7.54  -0.08  -5.63
C  -7.71  0.31  -7.00
C  -8.82  -0.05  -4.87
H  -4.18  -0.43  -2.62
H  -5.38  -0.68  -1.38
H  -5.38  0.87  -2.24
H  -7.36  -2.12  -2.51
H  -5.83  -2.71  -3.02
H  -7.01  -2.39  -4.32
H  -3.21  0.22  -6.85
H  -3.75  1.29  -5.44
H  -2.94  -0.28  -5.19
H  -4.07  -1.91  -7.06
H  -5.11  -2.53  -5.76
H  -5.88  -1.58  -6.98
H  -8.15  1.31  -7.08
H  -6.72  0.45  -7.45
H  -8.31  -0.30  -7.68
H  -9.09  0.98  -4.65
H  -8.63  -0.53  -3.91
H  -9.62  -0.50  -5.46
O  -7.05  -2.53  2.80
P  -6.79  -1.03  2.67
N  -5.22  -0.68  2.02
C  -4.93  0.61  1.33
C  -4.05  -1.52  2.23
N  -6.69  -0.17  4.22
C  -6.77  -0.90  5.45
C  -6.14  1.17  4.31
N  -7.96  -0.25  1.74
C  -8.06  -0.53  0.34
C  -9.23  0.12  2.35
H  -4.37  0.41  0.42
H  -4.37  1.30  1.96
H  -5.87  1.06  1.03
H  -3.11  -1.00  2.40
H  -3.84  -2.32  1.52
H  -4.09  -2.07  3.17
H  -5.99  -1.66  5.46
H  -6.65  -0.28  6.34
H  -7.75  -1.38  5.45
H  -5.05  1.27  4.27
H  -6.50  1.73  3.45
H  -6.30  1.68  5.26
H  -9.11  -0.64  0.07
H  -7.60  0.23  -0.30
H  -7.50  -1.45  0.19
H  -9.00  0.69  3.25
H  -9.72  -0.82  2.60
H  -9.81  0.73  1.66
O  -0.52  -1.96  8.66
P  -0.65  -1.12  7.48
N  -0.36  -1.96  6.02
C  0.95  -2.11  5.43
C  -1.22  -3.08  5.77
N  0.41  0.29  7.43
C  1.71  0.25  8.03
C  0.06  1.61  6.95
N  -2.26  -0.51  7.45
C  -2.96  -0.03  6.36
C  -2.90  -0.23  8.71
H  1.59  -1.24  5.32
H  0.79  -2.60  4.47
H  1.57  -2.71  6.08
H  -0.82  -3.99  6.24
H  -1.22  -3.22  4.69
H  -2.23  -2.88  6.10
H  2.40  -0.32  7.41
H  2.09  1.26  8.16
H  1.55  -0.13  9.04
H  0.31  1.73  5.89
H  -1.01  1.80  7.04
H  0.53  2.36  7.58
H  -2.68  -0.55  5.44
H  -4.04  -0.17  6.47
H  -2.76  1.04  6.26
H  -2.79  0.84  8.85
H  -2.39  -0.73  9.54
H  -3.96  -0.46  8.71
O  5.50  -4.60  -6.43
P  4.10  -4.41  -6.89
N  3.22  -3.32  -5.94
C  1.80  -3.09  -6.14
C  3.88  -2.50  -4.92
N  3.20  -5.83  -6.99
C  2.67  -6.41  -5.78
C  3.42  -6.86  -8.07
N  3.89  -3.62  -8.46
C  2.64  -3.52  -9.11
C  4.81  -2.52  -8.62
H  1.64  -2.12  -6.62
H  1.26  -3.17  -5.20
H  1.47  -3.87  -6.83
H  4.85  -2.93  -4.69
H  3.33  -2.53  -3.98
H  3.93  -1.49  -5.33
H  1.93  -7.20  -5.92
H  3.56  -6.84  -5.32
H  2.26  -5.68  -5.08
H  3.87  -7.76  -7.64
H  2.49  -7.16  -8.54
H  4.15  -6.42  -8.76
H  2.82  -3.34  -10.17
H  1.99  -4.36  -8.87
H  2.13  -2.61  -8.78
H  4.66  -1.80  -7.82
H  4.51  -1.88  -9.44
H  5.80  -2.92  -8.82
O  -4.17  2.98  7.39
P  -3.50  4.29  7.39
N  -4.53  5.55  6.91
C  -6.00  5.35  6.77
C  -3.93  6.83  6.72
N  -2.10  4.28  6.32
C  -2.28  3.88  4.94
C  -0.94  5.10  6.59
N  -2.90  4.64  9.00
C  -3.69  5.42  9.95
C  -1.93  3.70  9.59
H  -6.39  6.21  6.23
H  -6.41  5.24  7.78
H  -6.24  4.38  6.34
H  -3.55  7.27  7.64
H  -4.70  7.53  6.41
H  -3.13  6.85  5.99
H  -2.03  4.67  4.23
H  -1.53  3.11  4.73
H  -3.31  3.60  4.75
H  -0.44  5.00  7.55
H  -0.09  4.75  5.99
H  -1.13  6.16  6.43
H  -4.18  6.22  9.41
H  -4.38  4.78  10.50
H  -3.08  6.05  10.60
H  -2.35  2.70  9.49
H  -1.68  3.87  10.64
H  -0.97  3.61  9.08
O  6.02  6.72  -3.55
P  5.69  5.27  -3.48
N  4.48  4.77  -4.67
C  3.66  3.53  -4.59
C  4.38  5.56  -5.87
N  5.03  4.63  -2.02
C  5.95  4.51  -0.90
C  3.72  5.17  -1.58
N  6.99  4.25  -3.98
C  7.01  2.78  -4.00
C  8.12  4.74  -4.71
H  2.61  3.81  -4.58
H  3.83  3.13  -3.59
H  4.00  2.71  -5.22
H  3.54  5.24  -6.49
H  5.29  5.30  -6.41
H  4.39  6.64  -5.69
H  5.53  4.13  0.03
H  6.79  3.91  -1.26
H  6.44  5.47  -0.77
H  3.80  6.25  -1.48
H  2.87  4.84  -2.18
H  3.58  4.95  -0.52
H  6.57  2.37  -4.91
H  8.01  2.37  -3.84
H  6.50  2.41  -3.11
H  9.06  4.20  -4.81
H  8.31  5.81  -4.57
H  7.79  4.81  -5.75
O  4.49  -4.91  -2.22
P  3.66  -5.74  -1.33
N  3.92  -7.46  -1.54
C  5.02  -7.97  -2.41
C  3.29  -8.51  -0.69
N  1.94  -5.58  -1.38
C  1.30  -5.20  -2.66
C  1.06  -6.23  -0.36
N  4.02  -5.47  0.37
C  3.80  -4.08  0.96
C  5.24  -6.04  0.93
H  5.90  -7.82  -1.78
H  5.17  -7.31  -3.27
H  4.93  -8.96  -2.84
H  2.48  -8.94  -1.26
H  2.94  -7.96  0.19
H  4.05  -9.21  -0.35
H  1.62  -5.98  -3.34
H  0.22  -5.05  -2.65
H  1.60  -4.25  -3.08
H  1.54  -6.07  0.60
H  0.05  -5.81  -0.41
H  1.01  -7.29  -0.59
H  4.60  -3.37  0.75
H  2.97  -3.70  0.38
H  3.60  -4.12  2.03
H  5.51  -6.94  0.37
H  5.08  -6.23  1.99
H  6.03  -5.32  0.72
O  -1.61  1.04  0.12
P  -0.60  -0.01  -0.11
N  1.00  0.35  -0.55
C  1.92  -0.56  -1.25
C  1.37  1.73  -0.66
N  -1.05  -1.34  -1.15
C  -2.03  -2.37  -0.76
C  -1.08  -1.04  -2.60
N  -0.13  -0.76  1.35
C  -0.10  0.12  2.52
C  0.48  -2.13  1.51
H  2.95  -0.22  -1.20
H  1.61  -0.74  -2.28
H  1.79  -1.52  -0.74
H  2.19  1.88  0.03
H  0.55  2.42  -0.47
H  1.68  1.99  -1.68
H  -2.29  -3.07  -1.56
H  -1.85  -2.78  0.23
H  -2.93  -1.77  -0.61
H  -0.49  -0.16  -2.85
H  -0.69  -1.95  -3.06
H  -2.06  -0.68  -2.92
H  0.91  0.46  2.73
H  -0.67  1.03  2.36
H  -0.53  -0.33  3.41
H  -0.07  -2.73  2.24
H  1.45  -1.91  1.95
H  0.42  -2.60  0.53
C  0.84  -5.74  3.28
S  0.85  -7.60  3.35
O  1.60  -8.19  2.16
C  2.00  -7.66  4.78
H  1.90  -5.48  3.20
H  0.38  -5.39  4.21
H  0.22  -5.51  2.42
H  2.06  -8.74  4.93
H  1.48  -7.09  5.55
H  2.98  -7.22  4.62
C  -4.17  -6.72  1.23
S  -3.07  -6.04  2.55
O  -2.48  -4.79  1.98
C  -4.34  -5.54  3.85
H  -4.56  -5.93  0.59
H  -4.97  -7.27  1.72
H  -3.55  -7.30  0.54
H  -4.94  -6.40  4.14
H  -5.04  -4.76  3.54
H  -3.86  -5.21  4.77
C  7.33  -0.69  -0.06
S  6.79  0.61  -1.24
O  8.05  0.81  -2.06
C  5.71  -0.34  -2.34
H  7.64  -0.34  0.93
H  8.22  -1.21  -0.43
H  6.55  -1.45  -0.06
H  5.32  0.43  -3.01
H  4.97  -0.90  -1.77
H  6.33  -1.04  -2.89
C  0.72  4.44  2.16
S  -0.59  5.60  1.59
O  -0.73  6.73  2.58
C  0.43  6.23  0.17
H  1.39  4.92  2.86
H  1.30  4.21  1.27
H  0.23  3.66  2.74
H  -0.12  7.14  -0.07
H  0.33  5.46  -0.59
H  1.47  6.46  0.41
C  -2.76  -4.56  -7.65
S  -2.00  -4.04  -6.12
O  -1.31  -2.74  -6.47
C  -0.65  -5.38  -6.13
H  -3.69  -4.04  -7.88
H  -3.00  -5.62  -7.55
H  -2.08  -4.53  -8.50
H  0.10  -5.28  -5.34
H  -0.13  -5.37  -7.09
H  -1.15  -6.33  -6.00

Calculated values
- E_HOMO (eV) = -7.62
- ΔE to the lowest compared entry with this formula, charge and spin (eV) = 0.0000
- maximum force (Eh/bohr) = 0.0725
- E_tot (Eh) = -10968.88277
- frontier orbital gap (eV) = 7.6
- charge = 0

***

No. 2
A structure of composition C70H60AsBiN3P2SSbSe2Si, computed with the ωB97M-V functional and the def2-TZVPD basis.

Atoms and positions in Å:
Bi  0.35  0.84  0.93
S  -0.72  3.22  1.81
C  -0.63  3.73  3.50
C  -1.15  5.00  3.80
C  -1.12  5.50  5.08
C  -0.56  4.76  6.12
C  -0.05  3.51  5.84
C  -0.10  2.98  4.56
As  0.68  1.24  4.15
C  2.49  1.60  4.80
C  3.14  2.71  4.26
C  4.46  2.97  4.57
C  5.16  2.12  5.42
C  4.52  1.01  5.96
C  3.19  0.75  5.64
C  -0.02  0.05  5.51
C  0.44  -1.27  5.46
C  -0.08  -2.23  6.31
C  -1.09  -1.89  7.21
C  -1.57  -0.59  7.24
C  -1.04  0.38  6.40
H  -1.59  5.59  3.00
H  -1.53  6.49  5.28
H  -0.51  5.17  7.12
H  0.41  2.93  6.64
H  2.60  3.38  3.60
H  4.95  3.84  4.15
H  6.19  2.32  5.65
H  5.06  0.35  6.62
H  2.70  -0.11  6.08
H  1.20  -1.55  4.74
H  0.28  -3.24  6.27
H  -1.51  -2.64  7.87
H  -2.36  -0.32  7.93
H  -1.44  1.38  6.43
Se  2.19  -5.43  -2.07
P  2.25  -3.65  -3.18
C  3.79  -3.40  -4.12
C  4.55  -4.53  -4.42
C  5.70  -4.42  -5.19
C  6.10  -3.18  -5.65
C  5.35  -2.05  -5.35
C  4.20  -2.15  -4.59
C  0.89  -3.55  -4.37
C  1.09  -3.10  -5.68
C  0.04  -3.12  -6.59
C  -1.20  -3.60  -6.20
C  -1.40  -4.05  -4.90
C  -0.36  -4.03  -3.99
C  2.04  -2.12  -2.20
C  1.96  -1.89  -0.80
N  1.51  -0.63  -0.64
N  1.56  -0.01  -1.92
N  1.73  -1.05  -2.90
P  2.56  -2.68  0.71
Se  2.91  -1.21  2.21
C  1.30  -3.85  1.26
C  1.49  -4.51  2.48
C  0.51  -5.35  2.96
C  -0.67  -5.53  2.25
C  -0.87  -4.85  1.06
C  0.12  -4.01  0.56
C  4.10  -3.54  0.31
C  5.14  -2.79  -0.23
C  6.37  -3.37  -0.45
C  6.58  -4.71  -0.12
C  5.54  -5.45  0.42
C  4.30  -4.87  0.63
H  4.23  -5.49  -4.03
H  6.28  -5.30  -5.42
H  7.00  -3.08  -6.24
H  5.66  -1.08  -5.72
H  3.61  -1.27  -4.37
H  2.06  -2.73  -5.99
H  0.20  -2.78  -7.60
H  -2.02  -3.63  -6.91
H  -2.37  -4.43  -4.60
H  -0.50  -4.41  -2.99
H  2.40  -4.34  3.05
H  0.66  -5.87  3.90
H  -1.44  -6.18  2.64
H  -1.80  -4.98  0.51
H  -0.04  -3.49  -0.37
H  4.99  -1.74  -0.45
H  7.18  -2.79  -0.87
H  7.54  -5.16  -0.29
H  5.70  -6.49  0.67
H  3.49  -5.47  1.02
C  2.81  0.82  -1.98
Si  -0.03  1.21  -1.79
C  0.45  2.46  -3.10
C  -1.38  0.14  -2.50
C  -2.17  0.58  -3.57
C  -3.21  -0.19  -4.05
C  -3.49  -1.42  -3.48
C  -2.73  -1.87  -2.41
C  -1.69  -1.10  -1.92
H  2.92  1.18  -3.00
H  3.64  0.17  -1.70
H  2.71  1.64  -1.28
H  0.66  1.93  -4.03
H  1.31  3.06  -2.81
H  -0.38  3.15  -3.28
H  -1.99  1.55  -4.01
H  -3.81  0.17  -4.88
H  -4.29  -2.03  -3.86
H  -2.96  -2.82  -1.94
H  -1.11  -1.45  -1.07
C  -5.48  3.11  -4.93
C  -5.74  2.27  -3.86
C  -5.00  2.36  -2.69
C  -3.97  3.29  -2.57
C  -3.72  4.13  -3.66
C  -4.46  4.05  -4.82
Sb  -2.65  3.48  -0.87
C  -3.77  2.22  0.45
C  -4.34  2.71  1.62
C  -5.00  1.86  2.49
C  -5.10  0.50  2.21
C  -4.52  0.00  1.05
C  -3.87  0.85  0.18
C  -3.44  5.35  -0.23
C  -2.59  6.30  0.32
C  -3.09  7.50  0.80
C  -4.44  7.77  0.72
C  -5.30  6.83  0.16
C  -4.80  5.63  -0.32
H  -6.06  3.04  -5.84
H  -6.54  1.54  -3.93
H  -5.23  1.69  -1.87
H  -2.92  4.87  -3.60
H  -4.25  4.71  -5.65
H  -4.24  3.76  1.88
H  -5.43  2.25  3.40
H  -5.61  -0.16  2.89
H  -4.58  -1.06  0.83
H  -3.42  0.44  -0.71
H  -1.52  6.09  0.39
H  -2.41  8.23  1.23
H  -4.84  8.70  1.10
H  -6.36  7.04  0.09
H  -5.48  4.90  -0.75

Calculated values
- E_HOMO (spin up / spin down) (eV) = -6.74 / -6.95
- ΔE to the lowest compared entry with this formula, charge and spin (eV) = 0.0000
- maximum force (Eh/bohr) = 0.0129
- E_tot (Eh) = -11731.56397
- frontier orbital gap (spin up / spin down) (eV) = 6.3 / 5.9
- charge = 0